--- 1 ---
Computed, not measured: one molecule with the formula C5H4FNS, with wB97M-V/def2-TZVPD.

Structure (XYZ):
```
12
Properties=species:S:1:pos:R:3
N 3.31 -0.56 -0.18
C 2.15 -0.29 0.07
C 0.77 -0.11 0.13
C 0.00 1.03 -0.01
F 0.53 2.21 0.02
C -1.50 1.01 -0.04
S -1.83 -0.73 -0.06
C -0.10 -1.39 0.09
H -1.83 1.45 0.94
H -1.87 1.49 -1.03
H 0.14 -1.94 -0.83
H 0.23 -2.17 0.91
```

Properties
LUMO energy (eV): 0.181
SMILES: N#CC1=C(F)CSC1
HOMO (eV): -9.354

Atomic partial charges in e from the natural (NBO) method, atoms 1 to 4: atom 1 (N): -0.28, atom 2 (C): 0.26, atom 3 (C): -0.27, atom 4 (C): 0.51

--- 2 ---
Computed, not measured: one molecule with the formula C5H4FNS, with wB97M-V/def2-TZVPD.

Structure (XYZ):
```
12
Properties=species:S:1:pos:R:3
N -3.32 -0.66 -0.16
C -2.17 -0.52 -0.17
C -0.73 -0.37 -0.11
C 0.08 -1.40 -0.41
S 1.79 -1.05 -0.42
C 1.47 0.56 0.36
C -0.01 0.90 0.14
F -0.09 1.68 -1.00
H -0.29 -2.40 -0.69
H 1.61 0.39 1.44
H 2.08 1.39 0.02
H -0.43 1.48 0.99
```

Properties
LUMO energy (eV): 0.190
SMILES: N#CC1=CSC[C@H]1F
HOMO (eV): -9.167

Atomic partial charges in e from the natural (NBO) method, atoms 1 to 4: atom 1 (N): -0.30, atom 2 (C): 0.27, atom 3 (C): -0.25, atom 4 (C): -0.25

Which of them is the least stable? Correct choice: 1.